The following is a quantum chemistry calculation of 2 unconnected molecules or ions with the total composition C2H5N3O2 in a non-equilibrium geometry, from the Open Molecules 2025 dataset.

Values from the calculation:
max |F| = 0.044 Eh/bohr
structure (SMILES) = [H]/N=N/CO.N=C=O
molar mass = 103.08 Da
gap between HOMO and LUMO = 0.355 hartree
HOMO = -0.357 hartree
energy = -393.88569 Ha

Geometry as ORCA input:
```
! RIJCOSX wB97M-V def2-TZVPD def2/J DEFGRID3
* xyz 0 1
N 0.6043 -0.4000 2.3224
C -0.1325 0.4917 2.6459
H 0.7454 1.2216 -1.0526
H 0.7183 -0.9012 1.4490
H -0.3658 0.5487 -3.0665
H 0.4328 -2.5003 -0.4728
N 0.2154 -1.5380 -0.1778
O -0.8449 0.9395 -2.3246
O -0.5621 1.3883 3.2665
C -0.1963 0.6490 -1.1421
N 0.2576 -0.7672 -1.1384
H -0.8723 0.8678 -0.3091
*
```